{"formula": "C17H41N3O12V2", "method": "ωB97M-V/def2-TZVPD", "species": ["O", "V", "O", "V", "C", "O", "O", "O", "C", "O", "O", "O", "C", "C", "C", "O", "H", "H", "H", "H", "H", "H", "H", "H", "C", "C", "C", "O", "C", "N", "H", "H", "H", "H", "H", "H", "H", "H", "H", "H", "H", "C", "C", "C", "O", "C", "N", "H", "H", "H", "H", "H", "H", "H", "H", "H", "H", "H", "C", "C", "C", "O", "C", "N", "H", "H", "H", "H", "H", "H", "H", "H", "H", "H", "H"], "xyz": [[-1.4058, -3.4905, 1.2212], [-0.1789, -2.5442, 0.9997], [2.0278, -2.6330, -3.0811], [1.9319, -2.0029, -1.6540], [-0.7266, -1.4269, -1.4589], [-1.3603, -1.1329, -0.3814], [0.2285, -0.6409, -1.8939], [-0.1817, -2.5931, -1.2836], [2.5360, -3.2598, 0.5479], [3.0868, -3.4709, -0.5926], [1.6350, -3.9811, 1.1111], [1.9861, -2.0634, 0.4984], [-4.6236, -1.9307, -2.7732], [-4.3871, -3.1564, -1.8463], [-3.3627, -4.0661, -2.5358], [-3.8636, -2.7997, -0.5850], [-3.6565, -1.4451, -2.9142], [-5.3399, -1.2767, -2.2733], [-5.0244, -2.2039, -3.7474], [-5.3240, -3.6978, -1.7212], [-2.4285, -3.5746, -2.8203], [-3.8134, -4.5288, -3.4181], [-3.0143, -4.8356, -1.8434], [-3.1910, -2.1162, -0.7160], [-2.1647, -0.5655, 3.1150], [-0.6556, -0.4542, 3.2712], [-0.0175, -1.5510, 4.1109], [-0.1727, -2.8109, 3.4501], [0.4904, -3.8509, 4.1429], [-0.0050, -0.4697, 1.9506], [-2.5672, 0.2847, 2.5671], [-2.5501, -0.4311, 4.1336], [-2.5280, -1.5304, 2.7683], [-0.4532, 0.4941, 3.7832], [-0.3843, -1.5917, 5.1404], [1.0609, -1.3646, 4.2108], [-0.0286, -4.7743, 3.9068], [0.4616, -3.6616, 5.2246], [1.5707, -3.9145, 3.9763], [0.9561, -0.1425, 2.0409], [-0.4225, 0.2622, 1.3454], [4.7691, 0.1412, -0.6053], [3.4176, 0.5006, -1.1664], [3.2580, 2.0064, -1.4548], [4.1213, 2.3286, -2.5124], [3.7364, 3.4626, -3.2577], [3.2005, -0.3038, -2.4031], [4.8162, -0.9049, -0.2875], [4.9940, 0.6590, 0.3320], [5.5873, 0.3462, -1.2971], [2.6753, 0.2164, -0.4124], [3.4635, 2.5330, -0.5190], [2.2184, 2.1553, -1.7662], [4.2117, 3.4547, -4.2386], [3.9794, 4.3901, -2.7359], [2.6663, 3.3849, -3.4924], [4.1225, -0.4716, -2.7984], [2.7731, 0.2696, -3.1275], [-0.7011, 3.5738, -1.5077], [-0.4862, 3.1560, -0.0409], [-1.4750, 3.9474, 0.8312], [-1.1951, 5.3219, 0.7808], [-1.4213, 5.9894, 2.0009], [-0.7673, 1.7362, 0.1900], [-0.0905, 2.9207, -2.1295], [-0.3626, 4.6104, -1.5754], [-1.7529, 3.5581, -1.7900], [0.5489, 3.3700, 0.2303], [-1.4421, 3.6096, 1.8742], [-2.4749, 3.6821, 0.4564], [-2.4276, 5.7715, 2.3653], [-1.2809, 7.0545, 1.8219], [-0.7021, 5.7613, 2.7975], [-1.7577, 1.5720, -0.0002], [-0.3624, 1.1402, -0.5387]], "mulliken_spin": [-0.199, 1.168, -0.198, 1.185, -0.012, 0.007, -0.010, 0.012, -0.005, 0.005, 0.004, 0.008, 0.000, 0.000, 0.000, -0.001, 0.000, 0.000, 0.000, 0.000, 0.000, 0.000, 0.000, 0.000, 0.007, -0.010, -0.001, 0.008, 0.001, 0.022, 0.000, 0.001, -0.001, 0.000, 0.000, -0.001, 0.000, 0.000, 0.000, 0.005, -0.009, 0.012, -0.018, -0.002, 0.000, 0.000, 0.016, -0.004, 0.001, 0.000, -0.004, 0.000, 0.001, 0.000, 0.000, 0.000, 0.008, 0.002, 0.000, 0.000, 0.000, 0.000, 0.000, 0.002, 0.000, 0.000, 0.000, 0.000, 0.000, 0.000, 0.000, 0.000, 0.000, 0.000, 0.001], "s2": 2.05, "e_tot_ha": -3627.5272, "spin_multiplicity": 3, "homo_ev": [-9.24, -9.26], "orbital_gap_ev": [8.812, 9.024]}